C2H10B2N2 | wB97M-V/def2-TZVPD

```
16
Properties=species:S:1:pos:R:3:forces:R:3
B 3.12945 0.19437 0.08014 -0.70 -2.60 -2.08
B -3.10514 -0.53281 -0.10279 -0.31 0.50 2.01
C 0.64118 0.14493 0.46344 0.22 -1.50 1.28
C -0.41076 0.30092 -0.60861 -4.44 2.89 -1.13
N 1.88535 -0.49400 -0.07514 -0.29 0.99 0.50
N -2.11666 0.39217 0.16927 5.16 1.58 0.34
H 3.98941 -0.05778 -0.74771 -0.15 0.05 0.74
H 3.22796 0.80757 1.01996 0.25 1.67 1.07
H -4.04261 -0.85502 0.60187 0.22 0.84 -0.04
H -2.99174 -1.16777 -1.01664 0.45 -1.19 -1.88
H 0.16516 -0.41951 1.29299 0.23 -0.55 -0.61
H 0.94166 1.02121 1.06886 -0.15 0.17 -1.19
H -0.48566 1.35278 -1.16531 0.66 -2.32 1.24
H -0.54920 -0.48207 -1.39943 0.43 0.47 1.17
H 1.77406 -1.40196 -0.54313 -0.03 1.06 -0.02
H -1.86081 1.12618 0.91858 -1.55 -2.06 -1.41
```
Forces are in eV/Å.

The value obtained for the HOMO-LUMO gap is 10.633 eV.

***

C30H60O10 | wB97M-V/def2-TZVPD

```
100
Properties=species:S:1:pos:R:3:forces:R:3
C 4.89364 -2.83293 0.24120 0.09 -0.05 -1.82
C 5.19085 -1.34562 0.17001 1.27 -0.95 0.05
C 5.35249 -0.76858 1.54574 0.37 0.88 0.50
O 5.36534 -0.76655 -0.87589 -0.34 0.31 0.26
H 3.88002 -2.85737 -0.13226 -0.55 -0.60 -0.07
H 4.93776 -3.19898 1.22480 -0.16 -0.40 1.34
H 5.48385 -3.54599 -0.39341 -0.31 1.17 0.25
H 6.01505 -1.40572 2.12558 0.21 -0.14 -0.08
H 4.44561 -0.75396 2.11878 -0.88 -0.35 0.08
H 5.71066 0.25277 1.63457 0.23 0.14 -0.60
C -2.22088 0.96449 4.88051 2.69 0.64 1.75
C -3.62470 0.57308 4.60438 -0.07 1.64 -0.42
C -4.62457 1.66275 4.30178 0.57 -0.24 -0.91
O -3.93066 -0.57857 4.51624 -0.34 -1.59 0.02
H -1.74409 1.95694 4.62463 -1.35 -0.77 -0.15
H -1.48993 0.22678 4.51116 -0.54 0.00 0.04
H -2.07027 0.93769 6.01045 -0.34 -0.09 -1.15
H -4.26068 1.94443 3.26463 -0.82 0.10 0.91
H -4.54543 2.53932 4.94937 0.00 -0.14 -0.11
H -5.62806 1.21627 4.28898 0.30 0.40 -0.13
C -2.54513 -0.10011 0.95078 0.62 -0.42 1.14
C -2.99700 -0.30713 -0.46639 -0.54 0.72 1.12
C -4.41836 -0.35266 -0.87599 0.22 -0.15 -0.32
O -2.14921 -0.19265 -1.28456 2.28 -0.12 -2.52
H -2.44283 1.00986 1.06285 0.03 -0.92 0.03
H -1.51344 -0.58435 1.00145 -1.41 0.76 0.21
H -3.20177 -0.46909 1.77334 0.38 0.12 -0.69
H -4.81621 -1.30254 -0.54265 -0.60 -0.07 -0.13
H -4.53902 -0.10322 -1.94050 0.20 -0.72 0.27
H -4.83509 0.47470 -0.36574 -1.10 0.67 0.94
C 3.43618 3.11607 -1.00533 -1.21 -0.82 -1.26
C 3.22300 2.81993 -2.52982 -1.02 1.29 0.40
C 4.35201 2.15729 -3.34363 0.33 1.16 1.41
O 2.17336 3.24792 -3.03372 2.15 -1.25 0.52
H 3.61310 4.17746 -0.95506 -0.38 0.56 0.21
H 4.30778 2.66695 -0.60621 0.93 -0.78 0.31
H 2.53578 2.75858 -0.44125 0.74 0.66 -0.54
H 5.34752 2.67269 -3.22623 -1.15 0.08 -0.09
H 4.04127 2.15681 -4.35705 -0.07 -0.28 -0.98
H 4.60475 1.18638 -2.94715 -0.38 -0.64 0.04
C -4.48034 -3.75077 2.72027 0.46 -0.01 -0.82
C -3.15380 -3.56524 2.01514 0.28 0.73 0.55
C -1.93907 -3.59355 2.96066 -1.11 0.09 -1.23
O -3.08783 -3.42403 0.81564 0.22 -0.02 0.09
H -4.80908 -2.85341 3.20880 0.21 0.69 0.45
H -4.32547 -4.50779 3.48570 -0.63 -0.27 -0.12
H -5.20830 -3.92094 1.92926 -0.19 -0.68 0.31
H -2.07708 -4.55138 3.43364 0.65 -0.45 0.44
H -2.05182 -2.82390 3.71049 -0.06 0.27 0.26
H -1.01359 -3.48313 2.40929 0.15 -0.19 0.03
C 1.43144 -0.48675 -1.51031 -0.25 -0.56 0.48
C 1.32455 -0.04263 -0.04804 0.03 -1.11 0.05
C 1.46723 -1.02858 1.14838 1.17 -0.70 -0.92
O 1.10955 1.10987 0.20962 -0.07 0.97 0.30
H 1.05981 0.29195 -2.18474 0.15 -0.09 0.32
H 0.87580 -1.42102 -1.70270 0.15 0.40 0.24
H 2.47833 -0.71522 -1.73285 0.04 0.08 0.01
H 0.50772 -1.53090 1.30864 0.05 0.22 0.11
H 1.82027 -0.49352 2.05107 -0.51 -0.15 -0.50
H 2.19805 -1.86841 0.94241 -0.78 0.90 0.02
C -2.98611 3.94935 -1.41095 0.73 -1.47 -0.79
C -2.17844 3.53040 -0.19982 -1.27 0.28 0.95
C -0.71642 3.72388 -0.41238 0.62 -0.43 0.29
O -2.66900 3.14492 0.87050 0.73 0.55 -1.89
H -2.55972 4.85295 -1.86268 -0.62 0.19 0.42
H -4.05602 3.82523 -1.34106 -0.28 0.71 0.38
H -2.71275 3.20406 -2.18880 0.03 0.08 0.31
H -0.41177 3.59147 -1.48378 -0.16 0.17 1.07
H -0.20848 3.00382 0.25379 0.11 0.48 -0.51
H -0.50265 4.75763 -0.07147 0.10 -0.46 -0.28
C -0.86302 1.28833 -4.93022 0.47 -0.70 0.37
C -0.82929 -0.22961 -5.13078 -1.15 0.17 -0.45
C -2.12601 -0.93231 -5.52856 -0.32 0.47 0.91
O 0.13083 -0.88463 -4.85183 1.20 -0.39 0.21
H 0.02343 1.75495 -5.36416 -0.24 -0.05 -0.33
H -0.72149 1.45828 -3.86212 -0.19 -0.07 0.17
H -1.79919 1.73168 -5.23474 -0.08 0.21 -0.25
H -2.73687 -0.38767 -6.24748 0.06 0.06 0.06
H -2.64576 -0.93044 -4.55154 -0.26 0.12 -0.35
H -2.06072 -1.98589 -5.79318 0.56 0.14 -0.17
C 3.33513 1.95779 3.57502 -0.53 0.54 1.74
C 1.89167 2.32701 3.88568 1.22 -0.84 0.65
C 1.22584 3.34157 3.03920 1.30 0.00 -0.17
O 1.31660 1.78447 4.79282 -0.55 -0.25 0.57
H 3.93039 2.81495 3.89638 0.20 0.14 -0.46
H 3.41360 1.76365 2.54718 0.49 -0.14 -1.52
H 3.67876 1.12467 4.18255 -0.25 -0.19 -0.06
H 1.92037 3.57301 2.21164 -0.88 0.22 0.11
H 0.99982 4.20147 3.66192 -0.18 0.19 -0.16
H 0.35046 2.79519 2.76641 -0.93 0.28 -0.81
C 1.71638 -3.85751 -3.78606 0.95 -0.68 -1.53
C 1.00349 -4.04476 -2.48733 -0.77 -1.03 -0.45
C -0.46503 -4.29184 -2.63284 0.02 1.03 0.05
O 1.54696 -4.09648 -1.40964 0.48 0.38 0.10
H 2.67753 -3.38599 -3.55085 -0.18 0.07 -0.51
H 1.13307 -3.35333 -4.59546 0.39 0.20 1.07
H 1.93945 -4.85296 -4.31602 -0.25 1.00 1.24
H -0.64247 -4.80383 -3.56574 -0.25 -0.57 -0.09
H -0.92805 -3.30549 -2.78735 -0.06 -0.10 0.23
H -0.85356 -4.75172 -1.73499 -0.29 -0.19 -0.05
```
Forces are in eV/Å.

The SMILES is CC(C)=O.CC(C)=O.CC(C)=O.CC(C)=O.CC(C)=O.CC(C)=O.CC(C)=O.CC(C)=O.CC(C)=O.CC(C)=O. The value obtained for the HOMO-LUMO gap is 9.900 eV.

***

Energy relative to the best compared isomer or geometry (same formula, charge and spin) list, top to bottom, in eV: 2.614, 2.073
Largest force on an atom list, top to bottom, in eV/Å: 5.42, 3.40
Molar mass list, top to bottom, in g/mol: 83.7, 580.8